# 1
ORCA calculation (wB97M-V/def2-TZVPD) on an isolated molecule of C6H12O.

Calculated values
- F_max: 0.33 eV/A
- Energy relative to the best compared isomer or geometry (same formula, charge and spin): 1.09 kcal/mol
- LUMO: 0.95 eV
- HOMO: -0.3747 hartree
- SMILES: CC1(O)CCCC1

```
! wB97M-V def2-TZVPD RIJCOSX def2/J DEFGRID3
* xyz 0 1
H -1.517 -1.076 -0.174
H 1.384 0.670 -2.113
H -0.984 1.575 -0.527
O 1.438 -0.035 1.036
H 1.328 -1.488 -1.223
H -1.674 1.062 1.625
C -0.430 -1.128 -0.025
C 0.316 -1.097 -1.366
H -0.136 1.317 2.467
C -0.729 0.587 1.907
H -0.170 -1.705 -2.136
C 0.034 1.174 -0.456
H -0.319 0.644 -2.545
C 0.390 0.402 -1.745
H 0.705 2.011 -0.243
C 0.064 0.145 0.680
H 1.467 -0.750 1.687
H -0.221 -2.032 0.562
H -0.960 -0.251 2.575
*
```

# 2
ORCA calculation (wB97M-V/def2-TZVPD) on a cluster of 2 separate species, C6H12O in total.

Calculated values
- F_max: 0.50 eV/A
- Energy relative to the best compared isomer or geometry (same formula, charge and spin): 39.64 kcal/mol
- LUMO: 0.96 eV
- HOMO: -0.3558 hartree
- SMILES: C=CCCC(C)=O.[H][H]

```
! wB97M-V def2-TZVPD RIJCOSX def2/J DEFGRID3
* xyz 0 1
H -1.151 1.462 2.649
H 1.882 -1.469 -1.580
O -0.910 -0.719 1.403
C -1.106 1.651 1.575
H 3.066 0.203 -0.297
H 0.838 -3.207 0.796
H 1.494 1.097 0.066
H -0.545 -1.657 -0.984
H -0.356 -0.690 -2.437
C -0.165 -0.698 -1.355
H 0.408 -2.636 1.009
C -0.969 0.345 0.824
C 1.988 0.260 -0.423
H -2.002 0.379 -1.016
C -0.951 0.431 -0.696
H -0.583 1.413 -1.016
H -0.252 2.303 1.354
H -2.007 2.185 1.251
C 1.322 -0.652 -1.124
*
```

# 3
ORCA calculation (wB97M-V/def2-TZVPD) on a cluster of 2 separate species, C6H12O in total.

Calculated values
- F_max: 0.56 eV/A
- Energy relative to the best compared isomer or geometry (same formula, charge and spin): 57.81 kcal/mol
- LUMO: 0.99 eV
- HOMO: -0.3572 hartree
- SMILES: CC[C@H]1C[C@H]1C=O.[H][H]

```
! wB97M-V def2-TZVPD RIJCOSX def2/J DEFGRID3
* xyz 0 1
C 1.357 -1.297 0.374
C -2.172 -0.198 0.803
H 2.555 0.424 1.251
H 1.959 0.748 1.550
H -1.660 -1.091 1.178
H -2.887 -0.525 0.039
H -0.471 1.132 0.999
H 0.726 -1.352 1.286
H -2.741 0.240 1.630
C 0.757 -0.702 -0.865
C -1.172 0.800 0.221
H 1.423 1.429 -0.619
O 2.471 -1.767 0.377
H 1.230 0.887 -2.348
C 0.958 0.730 -1.309
H -1.065 0.029 -1.821
C -0.418 0.241 -0.971
H -1.705 1.703 -0.107
H 0.855 -1.430 -1.665
*
```

# 4
ORCA calculation (wB97M-V/def2-TZVPD) on an isolated molecule of C6H12O.

Calculated values
- F_max: 0.35 eV/A
- Energy relative to the best compared isomer or geometry (same formula, charge and spin): 27.98 kcal/mol
- LUMO: 0.97 eV
- HOMO: -0.3441 hartree
- SMILES: CC[C@@H]1C[C@@]1(C)O

```
! wB97M-V def2-TZVPD RIJCOSX def2/J DEFGRID3
* xyz 0 1
H -0.479 -0.923 -1.821
H 0.485 1.205 -1.284
H -1.197 -1.445 0.560
C 0.365 1.440 -0.227
O 1.346 0.909 2.007
H -1.786 0.266 -1.920
H -2.162 -1.462 -1.753
C 0.883 0.437 0.767
H -2.513 -0.307 0.400
H -1.030 1.179 1.424
H 2.302 1.016 1.950
H 0.447 2.495 0.019
C -1.475 -0.668 -1.441
H 0.900 -1.668 0.165
C -0.593 0.612 0.606
H 2.368 -1.112 0.951
C 1.581 -0.815 0.252
H 2.043 -0.658 -0.729
C -1.485 -0.501 0.075
*
```

# 5
ORCA calculation (wB97M-V/def2-TZVPD) on a cluster of 2 separate species, C6H12O in total at a distorted geometry.

Calculated values
- F_max: 2.71 eV/A
- Energy relative to the best compared isomer or geometry (same formula, charge and spin): 163.46 kcal/mol
- LUMO: -2.95 eV
- HOMO: -0.2624 hartree

```
! wB97M-V def2-TZVPD RIJCOSX def2/J DEFGRID3
* xyz 0 1
H -2.961 -2.089 -2.020
H -1.363 0.599 1.904
H -1.726 1.732 -0.272
C 0.735 0.878 2.054
H 6.378 -2.142 -2.021
H -1.191 -2.638 -1.768
H 0.873 -0.066 1.404
H 1.523 1.584 1.711
C -0.656 -0.012 -0.538
O 0.780 0.615 3.329
H 0.364 -0.383 -0.562
C -1.750 -0.646 -1.155
H -0.853 2.364 1.939
C -0.753 1.336 0.061
H 5.876 -2.604 -2.219
H -0.043 1.982 -0.482
C -1.954 -1.876 -1.694
C -0.658 1.362 1.566
H -2.622 0.001 -1.235
*
```

# 6
ORCA calculation (wB97M-V/def2-TZVPD) on an isolated molecule of C6H12O at a distorted geometry.

Calculated values
- F_max: 5.46 eV/A
- Energy relative to the best compared isomer or geometry (same formula, charge and spin): 100.50 kcal/mol
- LUMO: 0.95 eV
- HOMO: -0.2932 hartree
- SMILES: CC[C@@]1(C)C[C@H]1O

```
! wB97M-V def2-TZVPD RIJCOSX def2/J DEFGRID3
* xyz 0 1
C 1.014 -0.019 0.725
H -2.382 0.571 -0.378
H -1.619 -1.100 1.159
C 2.095 -0.095 -0.275
H -0.775 2.558 0.052
H 0.167 -1.730 -1.444
H -0.893 0.229 2.160
H 1.957 0.704 -1.003
H -1.487 -1.546 -1.155
H -0.694 -0.555 -2.303
O -1.412 2.115 0.628
H 3.071 -0.026 0.193
C -1.092 -0.163 1.167
H 1.147 0.910 1.274
H 2.035 -1.030 -0.821
C -0.336 0.127 -0.319
H 1.269 -0.822 1.447
C -0.576 -0.950 -1.289
C -1.488 0.821 0.181
*
```

# 7
ORCA calculation (wB97M-V/def2-TZVPD) on a cluster of 2 separate species, C6H12O in total at a distorted geometry.

Calculated values
- F_max: 3.38 eV/A
- Energy relative to the best compared isomer or geometry (same formula, charge and spin): 69.53 kcal/mol
- LUMO: 0.45 eV
- HOMO: -0.3098 hartree
- SMILES: C=CC(=C)CC.O

```
! wB97M-V def2-TZVPD RIJCOSX def2/J DEFGRID3
* xyz 0 1
H -3.012 -0.327 0.306
C 0.916 0.905 2.033
H -0.879 -2.654 -5.527
C -2.085 -0.171 -0.228
H -0.020 1.611 -1.176
H 2.198 -0.458 0.810
H 1.114 2.626 -0.076
C -0.981 -0.074 0.549
H -0.453 -2.319 -4.124
O -1.095 -2.059 -4.797
H 1.474 1.847 2.121
H 1.006 -1.201 1.910
H -0.935 -0.854 1.324
C 0.398 1.824 -0.186
H 0.332 0.774 2.939
H -2.098 0.488 -1.089
C -0.046 1.025 0.791
H 2.443 -0.601 2.599
C 1.726 -0.383 1.820
*
```

# 8
ORCA calculation (wB97M-V/def2-TZVPD) on a cluster of 2 separate species, C6H12O in total at a distorted geometry.

Calculated values
- F_max: 2.66 eV/A
- Energy relative to the best compared isomer or geometry (same formula, charge and spin): 113.86 kcal/mol
- LUMO: 0.66 eV
- HOMO: -0.2613 hartree

```
! wB97M-V def2-TZVPD RIJCOSX def2/J DEFGRID3
* xyz 0 1
H 0.490 1.581 -0.016
C -0.096 -1.310 0.529
H -0.693 0.679 -1.305
H -0.295 -1.763 -0.449
C 1.225 -0.492 0.478
H -2.495 -0.178 -0.693
C 0.901 0.451 -1.716
H -2.255 1.364 0.240
H 0.604 -0.544 -1.984
C 1.228 0.817 -0.296
H 2.207 1.285 -0.126
O -1.192 -0.034 2.184
C -1.822 0.416 -0.084
C -1.132 -0.306 0.873
H 0.000 -2.102 1.280
H -1.799 0.709 2.310
H 1.620 -0.387 1.498
H 1.877 -1.013 -0.252
H 1.628 0.827 -2.471
*
```

# 9
ORCA calculation (wB97M-V/def2-TZVPD) on a cluster of 2 separate species, C6H12O2 in total.

Calculated values
- F_max: 0.62 eV/A
- Energy relative to the best compared isomer or geometry (same formula, charge and spin): 67.86 kcal/mol
- LUMO: 0.72 eV
- HOMO: -0.3666 hartree
- SMILES: C=CCO.C=CCO

```
! wB97M-V def2-TZVPD RIJCOSX def2/J DEFGRID3
* xyz 0 1
C -0.745 -1.179 1.711
C 0.379 0.714 -2.967
C -0.536 0.850 -1.792
H -1.896 2.098 -1.177
H -1.216 -0.015 -1.762
H -0.104 0.713 -3.938
O -2.066 -1.222 2.236
C 1.312 -0.575 2.978
H 0.061 0.805 -0.869
H -0.771 -0.797 0.686
H -0.386 0.650 2.859
H 1.891 0.104 3.591
H -0.271 -2.162 1.661
C 1.694 0.632 -2.878
H -2.487 -2.047 1.978
C 0.089 -0.287 2.576
H 1.789 -1.514 2.723
H 2.285 0.521 -3.779
H 2.237 0.651 -1.942
O -1.260 2.061 -1.895
*
```

# 10
ORCA calculation (wB97M-V/def2-TZVPD) on a cluster of 2 separate species, C6H12O2 in total at a distorted geometry.

Calculated values
- F_max: 2.43 eV/A
- Energy relative to the best compared isomer or geometry (same formula, charge and spin): 65.37 kcal/mol
- LUMO: 0.37 eV
- HOMO: -0.3192 hartree
- SMILES: C/C=C/C=C(/C)O.O

```
! wB97M-V def2-TZVPD RIJCOSX def2/J DEFGRID3
* xyz 0 1
H -1.239 0.470 3.281
H -2.305 2.708 -0.643
H 2.440 -1.209 0.112
C 1.192 -0.113 -1.272
H -1.339 -1.020 -0.318
H -2.465 1.333 -0.431
H 0.347 0.536 -1.452
H 3.135 -0.224 -2.352
C 2.067 -0.421 -2.492
H 1.383 0.474 1.733
C 0.829 -0.228 1.130
O -2.221 2.113 0.119
H 2.035 -1.536 -2.549
C -0.445 -0.507 1.342
H -2.037 -0.887 2.706
H -2.174 0.585 1.789
H 1.709 0.046 -3.420
O -1.025 -1.473 0.472
C -1.462 -0.050 2.345
C 1.577 -0.595 -0.100
*
```

Question: LUMO of number 6 (C6H12O)?
Answer: 0.95 eV